Computed, not measured: a molecular structure, C11H23NS3 in a non-equilibrium geometry, with ωB97M-V/def2-TZVPD.

orbital gap = 8.4 eV
LUMO = 0.2 eV
total energy = -1681.80828 Ha
2S+1 = 1
HOMO energy = -8.2645 eV

Geometry as XYZ:
```
38
C11H23NS3 | the Open Molecules 2025 dataset | ωB97M-V/def2-TZVPD
C 1.733 0.299 2.172
H -3.057 2.286 0.808
C -2.872 -1.764 0.338
C -3.287 0.584 -0.643
N 1.926 -1.058 0.054
H -0.493 2.866 1.252
C -2.652 -0.918 -0.942
H -2.966 -1.066 1.242
H 3.371 -0.684 1.449
H 1.801 1.106 1.138
C 2.770 0.408 -1.758
H 3.455 1.113 -1.046
C -2.436 1.430 0.325
H -2.123 0.913 1.322
S 0.531 -2.619 -1.761
H 2.135 -1.915 2.087
H -3.853 -2.360 0.188
H 3.235 -1.970 -1.195
H -0.588 0.597 -0.279
C -1.088 1.548 -0.295
C 0.020 2.642 0.078
H -1.479 1.702 -1.481
H -4.358 0.742 -0.564
H -3.426 1.242 -1.633
S -1.764 -3.027 0.379
C 2.317 -0.948 1.491
H 1.348 1.788 -0.170
H -1.539 -0.890 -1.155
C 0.987 -2.007 -0.297
H -3.026 -1.368 -1.832
S 0.076 -2.478 1.296
H 3.270 0.308 -2.833
H 0.176 3.907 -0.587
C 3.085 -0.862 -0.859
H 2.788 0.473 3.002
H 1.389 0.317 -1.521
H 3.980 -0.607 -0.353
H 0.614 0.274 2.585
```

=====

Computed, not measured: a gas-phase ion, C4H8N3OS (charge +1) in a non-equilibrium geometry, with ωB97M-V/def2-TZVPD.

orbital gap = 9.5 eV
LUMO = -3.6 eV
total energy = -794.67082 Ha
2S+1 = 1
charge = +1
HOMO energy = -13.1846 eV

Geometry as XYZ:
```
17
C4H8N3OS | the Open Molecules 2025 dataset | ωB97M-V/def2-TZVPD
S -2.458 -0.737 0.920
O -1.811 -0.415 -1.539
H 0.356 2.653 0.278
H -1.602 -0.367 1.866
N -0.092 -0.963 -0.214
N -0.920 1.261 -0.125
C 1.111 -0.580 0.162
C 0.309 1.637 0.210
H -1.689 1.914 -0.090
H 2.252 1.282 0.880
C 1.326 0.766 0.555
C -1.296 -0.096 -0.360
H -2.401 0.244 -1.986
H -0.260 -1.800 -0.793
H 3.011 -1.175 0.616
H 2.051 -2.202 -0.536
N 2.113 -1.422 0.157
```

=====

Computed, not measured: a molecular structure, C4H9AgO3 in a non-equilibrium geometry, with ωB97M-V/def2-TZVPD.

orbital gap (alpha / beta) = 6.5 / 5.7 eV
LUMO (alpha / beta) = -0.1 / -2.2 eV
total energy = -530.21041 Ha
2S+1 = 3
expectation value of S² = 2.00
HOMO energy (alpha / beta) = -6.5765 / -7.8782 eV

Geometry as XYZ:
```
17
C4H9AgO3 | the Open Molecules 2025 dataset | ωB97M-V/def2-TZVPD
H -2.686 -0.426 -0.330
Ag 1.137 -0.014 -1.738
H 0.978 2.070 0.162
C 2.220 0.450 0.542
C -1.631 1.346 0.200
C -1.758 0.149 -0.401
H 3.174 0.813 0.970
H -2.493 1.754 0.727
O -0.659 -0.640 -0.632
H 1.418 0.353 1.397
H -0.978 2.079 -0.278
O 2.377 -0.600 -0.273
H 0.290 -2.397 -0.282
O 1.707 1.526 -0.299
H -0.889 -1.954 0.967
C -0.705 -1.971 -0.115
H -1.501 -2.538 -0.616
```

=====

Computed, not measured: 2 unconnected molecules or ions with the total composition C5H10O in a non-equilibrium geometry, with ωB97M-V/def2-TZVPD.

orbital gap = 9.7 eV
LUMO = 0.9 eV
total energy = -271.68156 Ha
2S+1 = 1
HOMO energy = -8.8608 eV

Geometry as XYZ:
```
16
C5H10O | the Open Molecules 2025 dataset | ωB97M-V/def2-TZVPD
H -0.789 -3.218 1.632
H -0.458 0.220 -3.443
C 0.345 2.463 0.421
H -0.435 0.109 -0.698
C -0.867 -2.181 1.340
H 1.331 2.853 0.150
H 0.138 -1.104 -2.681
H 1.105 -1.793 0.850
C -0.009 -0.048 0.293
H -1.848 -1.777 1.578
H 0.037 3.073 1.275
H -0.292 2.656 -0.439
O 0.086 -0.164 -2.742
C 0.436 1.058 0.886
C 0.080 -1.418 0.806
H 0.790 0.946 1.914
```

=====

Computed, not measured: 2 unconnected molecules or ions with the total composition C3H8NOS in a non-equilibrium geometry, with ωB97M-V/def2-TZVPD.

orbital gap (alpha / beta) = 5.9 / 7.1 eV
LUMO (alpha / beta) = -6.8 / -5.4 eV
total energy = -646.79787 Ha
2S+1 = 1
charge = +1
HOMO energy (alpha / beta) = -12.6498 / -12.5312 eV

Geometry as XYZ:
```
14
C3H8NOS | the Open Molecules 2025 dataset | ωB97M-V/def2-TZVPD
H -0.411 0.057 2.045
H -3.064 1.275 0.251
H 2.679 -0.207 -0.415
C 0.570 -0.713 0.203
N 1.996 -0.970 -0.495
C 0.592 0.109 1.414
H 1.563 0.476 1.849
O 0.485 0.685 0.133
H 1.759 -0.921 -1.466
H -2.853 1.044 -1.354
H -1.488 0.814 -0.614
H 2.376 -1.814 -0.047
S -2.800 -0.978 -0.078
C -2.500 0.728 -0.446
```

=====

The following relative energy (zero: lowest compared OMol25 entry of this formula, charge and spin) values (in kcal/mol) correspond, in order, to the records above: 241.5 15.3 30.0 44.6 142.2.